*one*
Computed, not measured: a 2-piece molecular cluster, C2H3O3S overall, with ωB97M-V with the def2-TZVPD basis set.

Properties
* 2S+1: 1
* total charge: -1
* lowest unoccupied orbital energy: 3.6 eV

CARTESIAN COORDINATES (ANGSTROEM)
S 1.80 1.05 -0.12
O -1.75 -0.69 -0.75
O 0.84 -1.46 0.13
O -1.96 1.23 0.47
C -1.55 0.24 -0.03
C 0.59 -0.14 0.51
H 0.65 -0.06 1.60
H 0.25 -1.63 -0.62
H 1.12 1.45 -1.20

*two*
Computed, not measured: a 2-piece molecular cluster, C2H3O3S overall, with ωB97M-V with the def2-TZVPD basis set.

Properties
* 2S+1: 1
* total charge: -1
* lowest unoccupied orbital energy: 3.4 eV

CARTESIAN COORDINATES (ANGSTROEM)
S -0.34 0.70 -0.97
O 0.69 -1.65 2.04
O -1.17 1.71 -0.34
O -1.02 -0.03 -2.03
C 0.04 -1.06 1.22
C 0.40 -0.32 0.15
H 1.99 0.41 0.52
H 0.45 1.54 -1.75
H -1.05 -1.29 1.16

Stability summary - winner: *one*; margin: 94.1 kcal/mol.

*one*
Computed, not measured: C3H10NO as an isolated structure, with ωB97M-V with the def2-TZVPD basis set.

Properties
* 2S+1: 2
* total charge: 0
* lowest unoccupied orbital energy (spin up / spin down): 0.7 / -2.1 eV

CARTESIAN COORDINATES (ANGSTROEM)
O -0.45 -1.81 1.01
N 0.92 0.43 -0.68
C 0.33 0.56 -1.99
C 0.88 1.70 -0.01
C -1.45 -1.19 1.67
H -0.18 -0.40 -2.44
H -0.54 1.28 -2.14
H 1.15 0.79 -2.77
H -1.17 -0.45 2.61
H -0.10 2.13 -0.22
H 0.56 -0.47 -0.24
H -1.97 -1.96 2.27
H -1.79 -0.10 0.83
H 0.99 1.77 1.09
H 1.66 2.49 -0.30

*two*
Computed, not measured: a 2-piece molecular cluster, C3H10NO overall, with ωB97M-V with the def2-TZVPD basis set.

Properties
* 2S+1: 2
* total charge: 0
* lowest unoccupied orbital energy (spin up / spin down): 0.4 / 0.2 eV

CARTESIAN COORDINATES (ANGSTROEM)
O 2.39 -0.90 1.66
N 0.18 -0.70 -0.12
C -0.60 0.49 -0.43
C -1.15 1.10 0.68
C -1.01 0.72 -1.86
H 1.06 -0.57 0.41
H 2.16 -0.93 2.62
H -2.10 0.73 -1.90
H -0.67 1.67 -2.26
H -0.63 -0.14 -2.43
H -1.62 2.06 0.55
H -0.34 -1.27 0.63
H 3.20 -1.39 1.70
H 0.23 -1.40 -0.85
H -1.11 0.54 1.61

Stability summary - winner: *two*; margin: 29.3 kcal/mol.

*one*
Computed, not measured: a 2-piece molecular cluster, C4H12N2O2 overall, with ωB97M-V with the def2-TZVPD basis set.

Properties
* SMILES string: [H]/N=C/ON.CCCO
* 2S+1: 1
* total charge: 0
* lowest unoccupied orbital energy: 0.8 eV

CARTESIAN COORDINATES (ANGSTROEM)
O 1.62 -0.91 0.80
O 0.67 1.77 1.04
N -0.46 1.80 -0.95
N -0.60 1.48 1.66
C -1.10 -1.79 0.30
C 0.65 1.80 -0.31
C -0.32 -1.14 -0.83
C 1.19 -0.89 -0.52
H 1.19 -2.00 -0.82
H -2.16 -1.84 0.04
H -0.46 -1.65 -1.78
H 1.80 -0.44 -1.31
H -0.40 2.11 -1.91
H 1.64 2.11 -0.66
H -0.73 -2.80 0.50
H -1.29 1.58 0.91
H -1.01 -1.21 1.22
H -0.74 2.24 2.32
H 1.22 -0.16 1.26
H -0.72 -0.07 -0.97

*two*
Computed, not measured: a 2-piece molecular cluster, C4H12N2O2 overall, with ωB97M-V with the def2-TZVPD basis set.

Properties
* SMILES string: CNC(=O)O.CCN
* 2S+1: 1
* total charge: 0
* lowest unoccupied orbital energy: 0.8 eV

CARTESIAN COORDINATES (ANGSTROEM)
O 2.36 -0.40 -0.75
O 2.18 1.53 0.44
N 0.66 -0.55 1.32
N 0.39 0.72 -0.85
C -1.85 -1.07 -0.20
C -0.64 -1.55 0.55
C 1.59 0.55 -0.05
C -0.43 1.89 -0.61
H -2.26 -0.15 0.23
H -1.66 -0.99 -1.27
H 0.27 0.29 1.74
H -0.85 1.84 0.41
H -0.09 -2.33 0.04
H -1.27 1.91 -1.31
H 0.18 2.79 -0.63
H 0.47 0.37 -1.79
H 1.29 -1.04 1.95
H 3.27 -0.07 -0.64
H -0.96 -1.91 1.53
H -2.64 -1.83 -0.11

*three*
Computed, not measured: a 2-piece molecular cluster, C4H12N2O2 overall, with ωB97M-V with the def2-TZVPD basis set.

Properties
* SMILES string: NC[C@@H](N)CC=O.O
* 2S+1: 1
* total charge: 0
* lowest unoccupied orbital energy: 0.4 eV

CARTESIAN COORDINATES (ANGSTROEM)
O -2.55 1.38 0.87
O -0.65 -2.52 1.11
N 0.27 0.41 -2.36
N 1.42 0.90 1.17
C 1.03 -1.19 0.04
C 1.32 0.28 -0.17
C 0.29 1.05 -1.03
C -0.37 -1.52 0.48
H 1.72 -1.58 0.75
H -0.67 0.92 -0.53
H 0.86 0.95 -2.97
H 2.28 0.42 -0.66
H 0.50 0.99 1.57
H -0.66 0.46 -2.78
H 1.26 -1.85 -0.80
H -3.51 1.41 0.83
H 0.44 2.12 -1.04
H -1.17 -0.78 0.31
H 1.79 1.83 1.08
H -2.34 2.29 1.10

Stability summary - winner: *three*; margin: 32.6 kcal/mol.

*one*
Computed, not measured: a 2-piece molecular cluster, C4H12N2O2 overall, with ωB97M-V with the def2-TZVPD basis set.

Properties
* SMILES string: CC(=O)O.NCCN
* 2S+1: 1
* total charge: 0
* lowest unoccupied orbital energy: 0.9 eV

CARTESIAN COORDINATES (ANGSTROEM)
O -0.21 -0.32 1.91
O -1.43 -1.16 0.17
N 1.10 1.82 -2.35
N 1.53 -1.11 -0.04
C -1.33 -0.48 1.18
C -2.49 0.28 1.75
C 1.87 -0.04 -1.01
C 0.66 0.78 -1.40
H 1.45 2.62 -1.82
H 0.79 -1.70 -0.43
H 2.26 -0.45 -1.92
H 2.61 0.59 -0.58
H 0.54 -0.65 1.30
H 0.26 2.22 -2.84
H -0.14 0.12 -1.91
H 2.30 -1.70 0.08
H -2.48 0.20 2.87
H 0.21 1.24 -0.50
H -2.36 1.32 1.47
H -3.43 -0.08 1.37

*two*
Computed, not measured: a 2-piece molecular cluster, C4H12N2O2 overall, with ωB97M-V with the def2-TZVPD basis set.

Properties
* SMILES string: CC[C@@H](N)C(N)=O.O
* 2S+1: 1
* total charge: 0
* lowest unoccupied orbital energy: 0.8 eV

CARTESIAN COORDINATES (ANGSTROEM)
O 1.46 -0.48 2.88
O 1.01 -1.81 0.47
N 0.91 -1.86 -1.77
N -0.46 0.41 -1.90
C -1.28 1.90 0.56
C -0.54 -0.29 -0.65
C -0.46 0.57 0.63
C 0.52 -1.39 -0.57
H -1.51 -0.77 -0.60
H -0.74 0.04 1.54
H 1.42 -0.97 2.03
H 0.58 -1.44 -2.62
H -0.61 2.76 0.48
H 1.56 -2.64 -1.80
H -1.29 0.95 -2.05
H 2.21 -0.84 3.35
H -1.85 2.05 -0.35
H 0.58 0.86 0.81
H 0.36 1.01 -1.90
H -1.87 1.95 1.47

*three*
Computed, not measured: a 2-piece molecular cluster, C4H12N2O2 overall, with ωB97M-V with the def2-TZVPD basis set.

Properties
* SMILES string: CC(O)=C(N)N.CO
* 2S+1: 1
* total charge: 0
* lowest unoccupied orbital energy: 0.6 eV

CARTESIAN COORDINATES (ANGSTROEM)
O 2.01 -0.67 0.99
O -1.09 -1.17 -1.17
N 0.87 0.47 -2.02
N 0.50 1.94 -0.15
C -1.85 0.39 0.58
C 1.06 -1.48 1.50
C 0.36 0.63 -0.68
C -0.75 -0.13 -0.31
H 1.44 0.02 0.26
H 0.76 -1.25 2.54
H 0.56 -0.41 -2.42
H -1.96 -1.51 -0.95
H -1.46 1.10 1.31
H 1.30 -2.54 1.38
H -2.33 -0.43 1.11
H 1.42 2.33 -0.33
H 0.08 -1.26 0.89
H -0.20 2.59 -0.49
H 1.89 0.48 -2.02
H -2.61 0.90 -0.02

*four*
Computed, not measured: a 4-piece molecular cluster, C4H12N2O2 overall, with ωB97M-V with the def2-TZVPD basis set.

Properties
* 2S+1: 1
* total charge: 0
* lowest unoccupied orbital energy: -3.1 eV

CARTESIAN COORDINATES (ANGSTROEM)
O 2.39 0.99 -0.37
O -1.86 -1.37 1.14
N -0.01 -1.74 -0.59
N -1.04 1.22 -0.61
C 0.05 0.69 -0.73
C 1.50 0.36 -0.99
C 0.94 -0.62 1.41
C 0.58 -0.63 -0.06
H -0.91 -1.95 -0.02
H 2.69 3.11 -1.77
H -4.01 0.55 0.63
H -2.19 -2.26 1.37
H 1.31 0.39 1.62
H -0.01 -0.62 1.94
H -0.25 -1.59 -1.57
H 2.73 3.58 -1.18
H -3.38 0.56 0.25
H 1.44 0.02 -2.04
H 1.69 -1.41 1.51
H -1.66 0.73 0.06

Stability summary - winner: *two*; margin: 5.0 kcal/mol.

*one*
Computed, not measured: C4H12N2O2 as an isolated structure, with ωB97M-V with the def2-TZVPD basis set.

Properties
* 2S+1: 1
* total charge: 0
* lowest unoccupied orbital energy: 0.6 eV

CARTESIAN COORDINATES (ANGSTROEM)
O -1.24 0.62 1.41
O 0.23 -1.06 1.93
N 2.22 0.52 0.89
N -1.73 -1.54 0.88
C 0.34 -0.20 -1.02
C -0.74 -0.67 1.27
C -0.79 0.46 -1.79
C 1.39 1.10 -0.04
H -0.56 1.50 -2.03
H -1.72 0.49 -1.22
H -1.46 -2.50 0.77
H -2.44 -1.18 0.26
H 1.20 -0.30 -1.69
H 0.55 1.61 0.41
H -1.11 0.88 2.33
H 0.20 -1.26 -0.82
H -0.99 -0.05 -2.73
H 1.91 1.65 -0.82
H 3.05 0.08 0.50
H 1.69 -0.12 1.51

*two*
Computed, not measured: a 2-piece molecular cluster, C4H12N2O2 overall, with ωB97M-V with the def2-TZVPD basis set.

Properties
* SMILES string: C[C@@H](N)CNC=O.O
* 2S+1: 1
* total charge: 0
* lowest unoccupied orbital energy: 0.3 eV

CARTESIAN COORDINATES (ANGSTROEM)
O -2.32 -1.44 -1.12
O -0.73 1.24 2.77
N 2.24 -0.18 -1.70
N -1.02 0.12 -0.10
C 2.09 0.49 0.72
C 0.20 -0.64 -0.48
C 1.38 0.33 -0.64
C -2.23 -0.45 -0.42
H -0.03 -1.11 -1.43
H 1.35 0.81 1.45
H 3.00 1.08 0.72
H -0.63 2.14 3.06
H -1.03 0.59 0.80
H 2.41 -0.51 1.03
H -1.57 0.84 3.05
H -3.17 0.00 -0.07
H 0.34 -1.42 0.27
H 0.98 1.32 -0.86
H 2.60 0.49 -2.36
H 3.05 -0.64 -1.29

*three*
Computed, not measured: a 2-piece molecular cluster, C4H12N2O2 overall, with ωB97M-V with the def2-TZVPD basis set.

Properties
* SMILES string: CCC(=O)NCN.O
* 2S+1: 1
* total charge: 0
* lowest unoccupied orbital energy: 0.7 eV

CARTESIAN COORDINATES (ANGSTROEM)
O 2.17 0.18 0.87
O 0.40 2.30 -2.11
N -1.87 1.16 -0.92
N 0.04 0.98 0.71
C 0.93 -0.10 0.80
C 0.51 -1.51 1.21
C -1.45 0.96 0.42
C 1.12 -2.35 0.03
H 0.40 1.83 0.70
H 1.31 -3.31 0.41
H -0.51 -1.65 1.55
H 1.19 -1.85 2.05
H 1.21 1.78 -1.95
H -1.95 -0.06 0.75
H -1.84 0.41 -1.52
H -0.29 1.72 -1.91
H 0.29 -2.51 -0.75
H 2.08 -1.67 -0.44
H -1.93 1.61 1.24
H -1.84 2.07 -1.15

Stability summary - winner: *two*; margin: 34.4 kcal/mol.

*one*
Computed, not measured: a 2-piece molecular cluster, C4H12N2O2 overall, with ωB97M-V with the def2-TZVPD basis set.

Properties
* SMILES string: NCC[C@@H](N)C=O.O
* 2S+1: 1
* total charge: 0
* lowest unoccupied orbital energy: 0.5 eV

CARTESIAN COORDINATES (ANGSTROEM)
O -1.94 -1.95 1.39
O 3.15 1.59 -0.45
N -1.71 -0.20 -0.73
N 0.74 0.16 1.41
C -0.43 -0.65 -1.19
C 0.66 0.44 -1.15
C 0.89 1.07 0.22
C 2.30 1.63 0.39
H -0.39 -0.95 -2.25
H 1.58 0.23 -1.70
H 0.31 1.22 -1.84
H -2.19 0.53 -1.20
H 0.00 0.58 1.95
H -0.17 -1.63 -0.77
H 2.42 2.05 1.40
H 0.34 -0.70 1.06
H -2.00 -2.52 0.64
H -1.85 -2.40 2.23
H -1.94 -0.43 0.22
H 0.24 1.94 0.37

*two*
Computed, not measured: a 2-piece molecular cluster, C4H12N2O2 overall, with ωB97M-V with the def2-TZVPD basis set.

Properties
* SMILES string: CN(C)C(=O)CN.O
* 2S+1: 1
* total charge: 0
* lowest unoccupied orbital energy: 0.7 eV

CARTESIAN COORDINATES (ANGSTROEM)
O 0.13 -0.01 -1.74
O 1.72 2.19 -0.14
N 2.40 -0.56 -0.51
N -1.20 -0.27 0.06
C -1.33 -0.39 1.50
C 0.00 -0.35 -0.57
C 1.18 -0.88 0.21
C -2.26 0.44 -0.64
H -2.36 -0.65 1.74
H 2.28 -0.73 -1.49
H 1.04 -1.97 0.36
H -1.07 0.54 2.00
H -2.08 1.52 -0.60
H 3.15 -1.13 -0.19
H 2.21 1.36 -0.26
H -3.22 0.22 -0.17
H -2.30 0.11 -1.67
H -0.70 -1.19 1.87
H 1.22 -0.44 1.20
H 1.18 2.17 -0.95

Stability summary - winner: *two*; margin: 34.7 kcal/mol.

*one*
Computed, not measured: C17H8ClN3O4PtS3 as an isolated structure, with ωB97M-V with the def2-TZVPD basis set.

Properties
* 2S+1: 1
* total charge: 0
* lowest unoccupied orbital energy: -3.2 eV

CARTESIAN COORDINATES (ANGSTROEM)
Pt 1.13 0.62 0.37
Cl 3.11 2.64 1.05
S -0.43 2.17 1.54
S -1.01 -2.17 -2.47
S 0.11 -0.55 2.21
O 4.45 2.33 0.68
O 2.28 2.76 -0.15
O 2.54 1.47 1.81
O 3.01 3.79 1.86
N -0.52 -0.21 -0.88
N -2.17 -1.11 5.10
N -2.49 3.24 4.52
C -2.24 -1.74 -1.31
C 4.05 -0.34 -2.72
C -4.29 -1.82 -0.12
C -3.47 -2.35 -1.10
C 3.27 -0.99 -3.67
C 2.13 -0.04 -1.32
C -0.01 -0.92 -1.86
C -1.84 -0.18 4.51
C -1.82 -0.64 -0.56
C 1.36 -0.72 -2.25
C 1.92 -1.20 -3.43
C -2.68 -0.09 0.38
C -0.68 0.91 2.67
C -3.90 -0.69 0.60
C -2.04 2.24 4.18
C 3.48 0.14 -1.55
C -1.48 0.99 3.77
H -5.24 -2.29 0.07
H -2.40 0.81 0.90
H 1.30 -1.71 -4.16
H 5.11 -0.19 -2.90
H -3.76 -3.21 -1.68
H -4.58 -0.27 1.34
H 3.71 -1.33 -4.60
H 4.10 0.65 -0.82

*two*
Computed, not measured: C17H8ClN3O4PtS3 as an isolated structure, with ωB97M-V with the def2-TZVPD basis set.

Properties
* 2S+1: 1
* total charge: 0
* lowest unoccupied orbital energy: -3.0 eV

CARTESIAN COORDINATES (ANGSTROEM)
Pt -0.98 0.27 0.55
Cl -2.84 1.49 2.38
S -1.66 -2.04 1.09
S -1.92 -0.76 -1.48
S 3.31 1.15 0.13
O -3.60 0.83 3.37
O -2.95 0.72 1.09
O -3.28 2.82 2.15
O -1.41 1.44 2.68
N 0.99 0.08 0.22
N -2.63 -5.58 0.22
N -2.96 -3.53 -3.65
C 3.94 -2.83 -0.21
C 1.24 3.75 -0.14
C -0.58 2.16 -0.07
C 0.79 2.43 0.01
C 1.87 -0.98 0.09
C 4.25 -1.48 -0.13
C -2.10 -2.20 -0.55
C 2.61 -3.24 -0.16
C -1.04 4.46 -0.51
C -2.57 -4.59 -0.36
C 1.57 -2.34 -0.02
C -2.76 -3.46 -2.51
C -1.50 3.15 -0.36
C 3.21 -0.58 0.02
C 0.32 4.74 -0.40
C 1.60 1.26 0.18
C -2.49 -3.38 -1.11
H -1.75 5.24 -0.70
H 4.73 -3.55 -0.32
H -2.56 2.94 -0.43
H 0.66 5.76 -0.55
H 0.55 -2.67 0.01
H 2.30 3.95 -0.09
H 5.27 -1.14 -0.19
H 2.37 -4.30 -0.25

Stability summary - winner: *two*; margin: 24.7 kcal/mol.

*one*
Computed, not measured: one molecule with the formula C5H6N2O2, with ωB97M-V with the def2-TZVPD basis set.

Properties
* 2S+1: 1
* total charge: 0
* lowest unoccupied orbital energy: 0.7 eV

CARTESIAN COORDINATES (ANGSTROEM)
O -1.25 -1.45 0.44
O 1.77 0.54 0.71
N 3.36 -0.67 -0.86
N 3.17 0.12 -0.07
C -0.40 1.17 -0.12
C 0.01 -1.06 0.66
C 0.53 0.16 0.39
C -1.66 0.83 -0.40
C -2.12 -0.60 -0.31
H -0.06 2.19 -0.18
H -2.40 1.54 -0.72
H 3.75 0.75 0.50
H 0.60 -1.85 1.10
H -2.22 -1.02 -1.33
H -3.10 -0.66 0.17

*two*
Computed, not measured: one molecule with the formula C5H6N2O2, with ωB97M-V with the def2-TZVPD basis set.

Properties
* SMILES string: [H]/N=C(\CO)CC(=O)C#N
* 2S+1: 1
* total charge: 0
* lowest unoccupied orbital energy: -0.9 eV

CARTESIAN COORDINATES (ANGSTROEM)
O -0.94 0.08 -1.87
O 0.80 -2.17 -0.24
N 0.94 2.93 -1.98
N -1.19 -0.98 1.62
C -0.68 0.97 0.35
C 0.99 -0.97 0.46
C -0.52 0.95 -1.15
C -0.35 -0.39 0.91
C 0.27 2.06 -1.64
H 1.55 -0.24 -0.14
H 1.59 -1.23 1.34
H -0.92 -1.91 1.95
H -0.04 1.73 0.80
H -1.72 1.20 0.60
H 0.24 -2.01 -1.01

Stability summary - winner: *two*; margin: 71.8 kcal/mol.

*one*
Computed, not measured: one molecule with the formula C5H6N2O2, with ωB97M-V with the def2-TZVPD basis set.

Properties
* SMILES string: C=C1NC(=O)C(=O)N1C
* 2S+1: 1
* total charge: 0
* lowest unoccupied orbital energy: 0.3 eV

CARTESIAN COORDINATES (ANGSTROEM)
O 2.09 -1.45 -1.93
O 2.27 1.26 -0.62
N 0.16 0.60 0.14
N 0.28 -1.60 -0.47
C -1.29 -1.04 1.24
C -0.29 -0.73 0.41
C 1.41 0.42 -0.43
C 1.34 -1.00 -1.10
C -0.51 1.86 0.10
H 0.18 2.67 0.34
H -1.40 1.88 0.74
H -1.68 -2.05 1.30
H -1.75 -0.29 1.88
H 0.00 -2.55 -0.64
H -0.81 2.01 -0.95

*two*
Computed, not measured: one molecule with the formula C5H6N2O2, with ωB97M-V with the def2-TZVPD basis set.

Properties
* SMILES string: C=C[C@H]1C=NOC=NO1
* 2S+1: 1
* total charge: 0
* lowest unoccupied orbital energy: 0.7 eV

CARTESIAN COORDINATES (ANGSTROEM)
O -1.46 0.26 -1.29
O 0.40 -1.62 -0.72
N -1.77 -0.92 -0.42
N 1.27 -0.49 -1.35
C 0.91 0.69 -1.14
C -0.81 -1.61 -0.22
C 0.87 0.17 1.52
C -0.45 1.05 -0.61
C -0.16 0.76 0.90
H 1.66 1.40 -1.54
H 1.75 -0.22 1.10
H 0.64 0.04 2.61
H -1.10 0.93 1.45
H -0.81 2.04 -0.89
H -0.95 -2.47 0.62

Stability summary - winner: *one*; margin: 144.4 kcal/mol.

*one*
Computed, not measured: one molecule with the formula C5H6N2O2, with ωB97M-V with the def2-TZVPD basis set.

Properties
* SMILES string: O=C1ON=C[C@H]2C[C@@H]1N2
* 2S+1: 1
* total charge: 0
* lowest unoccupied orbital energy: 0.2 eV

CARTESIAN COORDINATES (ANGSTROEM)
O -2.48 -0.63 0.39
O -1.19 1.20 -0.44
N 0.94 -0.69 -1.17
N 0.01 1.89 0.07
C -1.37 -0.26 0.00
C 1.24 1.38 0.32
C -0.17 -1.16 -0.16
C 1.05 -1.16 0.94
C 1.72 -0.19 -0.07
H -0.47 -2.15 -0.56
H 1.64 -2.16 0.71
H 1.17 -1.71 -1.30
H 1.96 2.24 0.99
H 0.89 -0.89 2.08
H 2.79 0.01 -0.04

*two*
Computed, not measured: C5H6N2O2 as an isolated structure, with ωB97M-V with the def2-TZVPD basis set.

Properties
* 2S+1: 1
* total charge: 0
* lowest unoccupied orbital energy: 0.3 eV

CARTESIAN COORDINATES (ANGSTROEM)
O -2.21 1.57 0.11
O 1.87 1.30 -0.48
N -2.09 -0.74 -0.14
N -1.10 -1.66 -0.23
C -1.39 0.53 0.00
C 1.54 -1.00 0.07
C -0.16 0.22 0.26
C 1.23 0.49 0.50
C 0.06 -1.05 -0.04
H 1.26 1.33 -1.32
H 1.71 0.52 1.61
H 1.94 -1.65 0.74
H -3.03 -0.86 -0.08
H 2.07 -1.37 -0.77
H -1.70 2.37 -0.23

Stability summary - winner: *two*; margin: 30.7 kcal/mol.